A molecular structure, C6H12O, computed with ωB97M-V with the def2-TZVPD basis set.

Atoms and positions in Å:
C  2.8189  0.0224  0.4227
C  1.4345  -0.4141  0.8981
C  0.3432  0.3341  0.1299
C  -1.0412  -0.3090  0.0886
C  -1.8199  -0.0504  -1.2020
O  -3.0436  0.1500  -0.4852
C  -2.3095  0.2769  0.7428
H  2.9359  -0.2154  -0.6424
H  2.9492  1.1052  0.5347
H  3.6236  -0.4783  0.9702
H  1.3254  -0.2648  1.9796
H  1.3180  -1.4914  0.7251
H  0.6829  0.4007  -0.9150
H  0.2776  1.3744  0.4771
H  -0.9768  -1.3814  0.3080
H  -1.8524  -0.8605  -1.9372
H  -1.4866  0.8754  -1.6989
H  -2.2127  1.3264  1.0574
H  -2.7789  -0.3027  1.5418

The value obtained for the LUMO energy is 1.12 eV. As for the largest force on an atom: 0.41 eV Å⁻¹. Its spin multiplicity is 1. The total energy comes out at -8462.838 eV.

These are the Löwdin partial charges, in e, on atoms 1 to 4: -0.124, -0.270, -0.191, -0.259

---

A molecular structure, C6H12O, computed with ωB97M-V with the def2-TZVPD basis set.

Atoms and positions in Å:
C  -1.9475  -1.1930  1.5433
C  -0.7214  -0.3240  1.2731
C  0.0382  -0.7498  0.0158
C  1.2908  0.0813  -0.2051
C  1.2571  1.6071  -0.3605
O  2.0427  1.5777  -1.4667
C  1.9887  0.1355  -1.5732
H  -2.6464  -1.1613  0.6989
H  -1.6629  -2.2403  1.7022
H  -2.4844  -0.8519  2.4348
H  -0.0444  -0.3587  2.1379
H  -1.0309  0.7243  1.1628
H  -0.6215  -0.6503  -0.8580
H  0.3132  -1.8122  0.0949
H  2.0186  -0.1298  0.5907
H  0.1729  2.2107  -0.4657
H  -0.3843  1.6892  -1.0374
H  1.3450  -0.1515  -2.4160
H  2.9882  -0.2974  -1.6806

The value obtained for the LUMO energy is 0.90 eV. As for the largest force on an atom: 0.25 eV Å⁻¹. Its spin multiplicity is 1. The total energy comes out at -8459.155 eV.

These are the Löwdin partial charges, in e, on atoms 1 to 4: -0.118, -0.272, -0.212, -0.308

---

A molecular structure, C6H12O, computed with ωB97M-V with the def2-TZVPD basis set.

Atoms and positions in Å:
C  -0.4939  -2.0847  0.2185
C  0.1231  -0.8163  0.7588
O  1.5629  -0.7957  0.7242
C  1.5322  0.6168  0.4715
C  0.0679  0.5294  -0.0009
C  -0.9534  1.5436  0.4835
C  0.0422  0.3577  -1.5144
H  -0.0832  -2.9461  0.7556
H  -1.5781  -2.0743  0.3817
H  -0.2980  -2.2184  -0.8492
H  -0.2126  -0.6676  1.7988
H  2.2789  0.9238  -0.2705
H  1.6790  1.1918  1.3982
H  -0.8828  1.7075  1.5643
H  -1.9685  1.1879  0.2675
H  -0.8324  2.5112  -0.0170
H  0.8145  -0.3575  -1.8200
H  0.2552  1.3168  -2.0058
H  -0.9258  0.0001  -1.8847

The value obtained for the LUMO energy is 0.95 eV. As for the largest force on an atom: 0.40 eV Å⁻¹. Its spin multiplicity is 1. The total energy comes out at -8463.324 eV.

These are the Löwdin partial charges, in e, on atoms 1 to 4: -0.029, -0.347, -0.078, -0.133

---

4 unconnected molecules or ions with the total composition C6H12O, computed with ωB97M-V with the def2-TZVPD basis set.

Atoms and positions in Å:
C  -1.3569  -1.0637  0.4115
C  -0.5383  -0.9851  -0.6884
C  0.7176  -1.8119  -0.8255
C  0.5250  1.0222  -0.7248
C  -0.1095  2.0093  -0.0596
C  1.1402  1.4867  0.5476
O  1.1758  0.7229  1.7269
H  -1.5256  0.5161  0.9755
H  -2.4358  -0.9893  0.3146
H  -0.9968  -1.5556  1.3169
H  -1.0197  -0.7103  -1.6265
H  0.4470  -2.8002  -1.2206
H  1.2146  -1.9525  0.1390
H  1.4392  -1.3715  -1.5202
H  0.8445  0.8074  -1.7345
H  -0.6260  2.9395  -0.2645
H  -1.2413  1.2926  0.8280
H  2.0481  2.0930  0.5341
H  0.2978  0.3504  1.8704

The value obtained for the LUMO energy is 0.97 eV. As for the largest force on an atom: 0.36 eV Å⁻¹. Its spin multiplicity is 1. The total energy comes out at -8458.166 eV.

These are the Löwdin partial charges, in e, on atoms 1 to 4: -0.100, -0.282, -0.105, -0.099

---

2 unconnected molecules or ions with the total composition C6H12O in a non-equilibrium geometry, computed with ωB97M-V with the def2-TZVPD basis set.

Atoms and positions in Å:
C  -1.2882  0.9912  0.5805
C  -0.1889  0.1046  1.6623
C  0.3224  -0.4589  -1.8150
C  1.4060  0.1278  -1.1697
C  1.4575  0.9361  -0.0317
C  0.3285  1.2117  0.8626
H  -1.9932  0.1489  0.5769
H  -1.4040  1.2924  -0.4627
H  -1.7603  1.7437  1.2068
H  -0.1819  -0.9000  1.2494
H  -0.6614  0.3021  2.6157
H  0.3513  -0.9721  -2.7644
H  -0.6679  -0.0973  -1.5735
H  2.3830  -0.0333  -1.6156
H  2.4302  1.3224  0.2322
H  0.3767  2.1661  1.3811
H  0.0845  -2.1074  -0.7234
H  -0.9724  -2.9469  -0.1761
O  -0.0219  -2.8310  -0.0355

The value obtained for the LUMO energy is -0.10 eV. As for the largest force on an atom: 4.04 eV Å⁻¹. Its spin multiplicity is 1. The total energy comes out at -8458.167 eV.

These are the Löwdin partial charges, in e, on atoms 1 to 4: -0.068, 0.072, -0.121, -0.240

---

A single C6H12O molecule in a non-equilibrium geometry, computed with ωB97M-V with the def2-TZVPD basis set.

Atoms and positions in Å:
C  0.7767  1.4089  -2.5873
C  0.8688  0.1092  -1.6263
C  -0.4756  -0.4315  -1.1164
C  -1.2910  0.1401  0.0421
C  -1.2458  -0.4300  1.1958
C  -0.0837  -0.9047  2.0041
O  1.0514  0.0033  2.3100
H  0.1940  1.3296  -3.5167
H  1.7639  1.8686  -2.8740
H  0.3251  2.1801  -1.9875
H  1.1324  -0.7513  -2.3386
H  1.6437  0.0466  -0.7983
H  0.0072  -1.4050  -0.6136
H  -1.1689  -0.7082  -1.8779
H  -2.1244  0.6715  -0.2816
H  -2.1190  -0.5032  1.7868
H  0.2141  -1.8743  1.5025
H  -0.4855  -1.2450  2.9405
H  0.9107  1.0124  2.1058

The SMILES is CCC/C=C\CO. The value obtained for the LUMO energy is 0.88 eV. As for the largest force on an atom: 4.62 eV Å⁻¹. Its spin multiplicity is 1. The total energy comes out at -8460.958 eV.

These are the Löwdin partial charges, in e, on atoms 1 to 4: -0.104, -0.241, -0.208, -0.106

---

> Which of these has the highest largest force on an atom?

number 6

---

> spin multiplicity of number 6 (C6H12O)?

1